1.
Formula: C5H12N3
Source: the OMol25 dataset
Level of theory: ωB97M-V/def2-TZVPD

Each line ends with the Mulliken charge.
Cartesian coordinates (Å):
1 H 2.57516 1.04349 -0.86599  0.343
2 H 1.54936 2.28571 0.29673  0.359
3 C 2.76575 0.16338 -0.19326  -0.937
4 C 0.54059 1.88809 0.19482  -1.242
5 H -0.65933 -1.19181 0.10433  0.456
6 N 1.09976 -1.75817 0.18185  -0.648
7 H -0.15507 2.71947 -0.15684  0.194
8 H -2.18706 1.38570 -0.11802  0.291
9 H 1.42441 -2.07776 -0.70324  0.261
10 C -3.26283 -0.51309 0.00752  -1.019
11 H 1.40842 -2.16835 1.02398  0.212
12 H -3.89824 -0.58397 -0.87602  0.321
13 C 0.41889 0.52728 0.01496  0.657
14 N -0.85840 -0.14295 -0.09709  -0.042
15 H 3.38764 -0.66034 -0.74206  0.314
16 C -2.07361 0.28702 -0.14599  0.370
17 H -2.98354 -1.52714 0.45692  0.292
18 N 1.45437 -0.32755 0.08024  0.209
19 H -3.81526 0.06940 0.72603  0.327
20 H 3.26898 0.58158 0.81115  0.282

Cartesian forces (eV/Å) of the 3 atoms listed first:
0.78 -0.88 0.41
-0.33 -0.22 0.31
1.88 0.27 0.52

Output
- Charge: +1
- Kohn-Sham gap: 7.72 eV
- SMILES string: C=C(/[NH+]=C/C)N(C)N
- Maximum force: 3.751 eV/Å
- Spin multiplicity: 1
- Total energy: -361.6335 hartree
- LUMO: -4.52 eV

***

2.
Formula: C5H12N3
Source: the OMol25 dataset
Level of theory: ωB97M-V/def2-TZVPD

Each line ends with the Mulliken charge.
Cartesian coordinates (Å):
1 H 3.90234 -0.74321 0.72379  0.368
2 H -0.95460 -1.26628 -0.94752  0.347
3 C -2.17046 0.06683 -2.08527  -1.413
4 C 1.88671 -1.25220 0.42445  -0.845
5 H 2.17669 -1.81373 -0.44831  0.247
6 H -2.16837 -0.52279 1.30522  0.256
7 C 2.87604 -0.62969 1.15546  -0.823
8 N -0.24096 0.48073 -0.47583  -0.272
9 H -3.11116 -0.48788 -2.21794  0.403
10 H 2.67458 0.96603 -0.05499  0.268
11 N 1.88754 1.57324 0.03997  -0.304
12 C 0.84117 0.82351 -0.18083  0.526
13 H 2.78752 -0.00644 2.07359  0.354
14 C -1.47424 -0.36072 -0.77024  0.353
15 H 1.74343 2.52861 0.01468  0.235
16 H -3.23109 0.12612 0.25392  0.297
17 H -2.34401 1.15553 -2.11222  0.382
18 N -2.32322 -0.40164 0.29804  -0.341
19 H 0.92933 -1.40731 0.68042  0.563
20 H -1.56689 -0.08840 -2.96229  0.398

Cartesian forces (eV/Å) of the 3 atoms listed first:
-0.84 0.16 0.75
0.03 -1.79 -0.12
-0.07 0.84 0.37

Output
- Charge: +1
- Kohn-Sham gap (alpha / beta): 7.07 / 4.54 eV
- Maximum force: 9.583 eV/Å
- Spin multiplicity: 3
- Total energy: -361.4449 hartree
- LUMO (alpha / beta): -2.69 / -8.60 eV

***

3.
Formula: C5H12N3O
Source: the OMol25 dataset
Level of theory: ωB97M-V/def2-TZVPD

Each line ends with the Mulliken charge.
Cartesian coordinates (Å):
1 C -0.29617 -1.51690 1.21421  0.534
2 C -0.76543 0.93649 0.45191  -0.828
3 H -1.18805 1.11968 1.39775  0.391
4 H -2.14123 0.86313 -1.24855  0.360
5 H 2.13631 -2.13602 2.32027  0.297
6 C -1.00591 -0.66535 0.30367  -0.503
7 H 0.16728 1.57378 -1.88676  0.253
8 H 0.27334 1.11459 0.45479  0.554
9 N 2.29103 -2.38675 1.29743  -0.626
10 O -0.28547 -2.16929 2.16184  -0.283
11 H 2.48089 -1.69585 -1.24430  0.285
12 H -1.14288 2.68482 -2.46700  0.360
13 H 0.01283 3.16124 -0.99274  0.289
14 H 3.24339 -2.33680 1.12669  0.283
15 N 1.67946 -1.37449 -0.66805  -0.775
16 H -2.15844 2.44423 -0.24926  0.305
17 N 1.50573 -1.67500 0.46302  0.811
18 H -0.62942 -1.00166 -0.70230  0.388
19 H -2.14129 -0.91712 0.58967  0.392
20 C -0.54811 2.36745 -1.63062  -1.083
21 C -1.48786 1.60981 -0.69167  -0.405

Cartesian forces (eV/Å) of the 3 atoms listed first:
0.98 -0.40 1.20
-1.02 -2.86 -0.61
-0.35 0.77 1.19

Output
- Charge: +1
- Kohn-Sham gap: 10.14 eV
- Maximum force: 3.664 eV/Å
- Spin multiplicity: 1
- Total energy: -436.8413 hartree
- LUMO: -4.46 eV

***

4.
Formula: C5H12N3O2
Source: the OMol25 dataset
Level of theory: ωB97M-V/def2-TZVPD

Each line ends with the Mulliken charge.
Cartesian coordinates (Å):
1 C -0.21442 2.34828 0.18239  -1.024
2 H 0.02596 2.66235 1.22991  0.286
3 C 1.24765 0.23608 0.51907  -0.465
4 C -0.26252 -0.60966 0.47940  0.338
5 O 2.01038 -1.11274 -1.19576  -0.569
6 H -2.65120 -1.83055 -0.69919  0.357
7 C -1.63198 -2.12968 -0.99914  -1.029
8 H -0.09318 -0.74444 -1.46450  0.350
9 H -0.66024 -0.56713 2.39826  0.258
10 H -0.34956 3.23733 -0.55368  0.330
11 C 1.06583 1.58664 -0.24375  -0.699
12 N 2.28828 -0.68001 -0.09474  1.036
13 N -1.07009 -0.61603 1.49732  -0.275
14 H -2.06977 -0.57349 1.36840  0.270
15 H 1.43439 0.56083 1.48836  0.525
16 H -1.38826 -3.17861 -0.80367  0.333
17 H 1.89390 2.14109 -0.11908  0.595
18 H -1.14029 1.81731 0.33752  0.321
19 H -1.83945 -2.03486 -2.03130  0.399
20 O 3.23453 -0.94598 0.59920  -0.545
21 H 0.81781 1.47761 -1.22310  0.345
22 N -0.64776 -1.04433 -0.67194  -0.136

Cartesian forces (eV/Å) of the 3 atoms listed first:
1.45 2.03 1.29
-0.54 0.70 -0.80
-3.65 -0.59 -2.37

Output
- Charge: +1
- Kohn-Sham gap: 11.10 eV
- SMILES string: CC[C@@H](/C(N)=[NH+]/C)[N+](=O)[O-]
- Maximum force: 4.983 eV/Å
- Spin multiplicity: 1
- Total energy: -512.0717 hartree
- LUMO: -3.95 eV

***

5.
Formula: C5H12N3O2P
Source: the OMol25 dataset
Level of theory: ωB97M-V/def2-TZVPD

Each line ends with the Mulliken charge.
Cartesian coordinates (Å):
1 H 0.27351 -3.78806 2.02983  0.343
2 H -1.21559 -0.56295 0.59129  0.254
3 O 0.89092 1.53042 0.89725  -0.652
4 H 1.13377 -2.81882 3.13109  0.275
5 H 0.02138 3.44358 -2.43627  0.382
6 H 0.44046 -0.28531 -1.60269  0.403
7 C 1.34572 -0.74459 0.77910  -0.563
8 N -0.78711 2.95971 -0.84608  -0.644
9 C 0.92924 -2.88031 2.04908  -1.247
10 H -1.44716 -2.34023 0.40763  0.293
11 P -0.56691 1.50217 -1.68046  0.790
12 H 1.76794 -3.29289 1.44584  0.339
13 H -1.78465 3.07251 -0.67630  0.230
14 N -0.17994 2.55978 -2.86647  -0.716
15 O -1.57921 0.49035 -1.95061  -0.646
16 H 2.40853 -0.75949 0.95574  0.369
17 C 0.40198 -1.72012 1.28065  0.921
18 C -1.08355 -1.54156 1.01763  -0.948
19 C 0.99302 0.51319 0.15496  0.182
20 H -1.52837 -1.51713 2.11279  0.275
21 N 0.70009 0.62393 -1.21266  -0.257
22 H -0.20042 2.97281 -0.02441  0.344
23 H -0.93367 2.58300 -3.55692  0.272

Cartesian forces (eV/Å) of the 3 atoms listed first:
-0.23 0.94 -0.20
-0.57 0.15 -0.38
0.65 -2.16 -1.89

Output
- Kohn-Sham gap: 9.82 eV
- SMILES string: CC(C)=CC(=O)NP(N)(N)=O
- Maximum force: 5.081 eV/Å
- Spin multiplicity: 1
- Total energy: -853.8130 hartree
- LUMO: 0.78 eV

***

6.
Formula: C5H12N3O4S
Source: the OMol25 dataset
Level of theory: ωB97M-V/def2-TZVPD

Each line ends with the Mulliken charge.
Cartesian coordinates (Å):
1 O 3.33099 -0.27281 -0.32196  -0.625
2 N -1.08219 1.93561 -1.38860  -0.815
3 H -1.37426 2.16382 2.04556  0.341
4 S 2.97589 1.68046 0.30349  0.566
5 C -1.53256 2.40346 -0.08110  -0.529
6 H -1.27666 3.45259 0.03299  0.300
7 C 1.04143 -0.90211 -0.51627  -0.108
8 H -2.68707 -2.70755 -0.02375  0.334
9 O 2.81458 1.56031 1.74768  -0.497
10 H -1.14827 0.65959 1.08017  0.124
11 O 2.73580 -2.47088 -0.17719  -0.756
12 H -1.31176 -3.47384 0.88352  0.327
13 H 0.26232 1.75252 1.23913  0.046
14 N 0.25405 -1.88109 -0.20961  0.518
15 H -2.50869 2.10555 -0.17518  0.408
16 H 0.75318 -2.91608 -0.07024  0.456
17 N -0.98937 -1.83688 -0.31499  -0.861
18 C -0.91565 1.68886 1.10488  -0.475
19 C 2.42090 -1.25479 -0.32076  0.706
20 H -1.39216 -3.74200 -0.67955  0.394
21 H 0.77558 0.11786 -0.64322  -0.028
22 H -1.17379 0.89422 -1.56064  0.362
23 H -0.00367 2.00991 -1.47336  0.391
24 O 1.72339 2.04517 -0.45737  -0.538
25 C -1.69199 -3.01190 -0.02359  -1.042

Cartesian forces (eV/Å) of the 3 atoms listed first:
-1.35 -0.91 0.26
3.43 -1.14 -1.78
0.60 -0.83 -0.99

Output
- Charge: -1
- Kohn-Sham gap (alpha / beta): 7.82 / 7.82 eV
- Maximum force: 4.026 eV/Å
- Spin multiplicity: 1
- Total energy: -1061.0869 hartree
- LUMO (alpha / beta): 3.32 / 3.32 eV

***

7.
Formula: C5H12N3OP
Source: the OMol25 dataset
Level of theory: ωB97M-V/def2-TZVPD

Each line ends with the Mulliken charge.
Cartesian coordinates (Å):
1 H -0.55820 -0.53118 2.60670  0.232
2 H -1.41946 1.69279 1.41938  0.342
3 H 2.71875 -0.35189 -0.12478  0.256
4 H 1.77315 -1.45474 0.75569  0.302
5 H 0.03477 2.73972 1.28483  0.355
6 C 1.67470 -0.73742 -0.10566  -0.686
7 H -0.50133 -2.27608 -1.51832  0.364
8 P -0.20029 -0.59543 -3.37431  -0.066
9 N 0.38927 -0.31630 2.35429  -0.721
10 H 0.84440 -0.16281 3.29374  0.212
11 C -0.60297 -0.27566 -0.61388  0.007
12 C -0.08109 -1.20641 -1.54916  -0.076
13 C -0.39984 1.84383 1.72117  -1.001
14 N 0.56468 0.73710 1.48397  0.094
15 C 0.63032 0.32188 0.11136  0.489
16 H 0.75466 1.25914 -0.43424  0.165
17 H -1.40998 0.11409 -3.26821  0.026
18 O 1.28540 -1.39217 -1.27129  -0.378
19 N -1.73600 0.27263 -0.50918  -0.585
20 H -0.37625 2.05850 2.79464  0.347
21 H -2.48616 -0.11372 -1.09574  0.290
22 H -0.89854 -1.62588 -3.96099  0.034

Cartesian forces (eV/Å) of the 3 atoms listed first:
-0.87 0.07 -0.40
-0.33 -0.31 -0.37
-0.67 0.08 -0.83

Output
- Kohn-Sham gap: 9.47 eV
- SMILES string: [H]/N=C1\[C@@H](P)OC[C@@H]1N(C)N
- Maximum force: 4.535 eV/Å
- Spin multiplicity: 1
- Total energy: -778.4575 hartree
- LUMO: 0.86 eV

***

8.
Formula: C5H12N3S
Source: the OMol25 dataset
Level of theory: ωB97M-V/def2-TZVPD

Each line ends with the Mulliken charge.
Cartesian coordinates (Å):
1 C 1.51292 2.37474 1.50729  -0.765
2 H 1.04865 -1.25285 -2.33637  0.300
3 H -1.75632 0.85743 0.70512  0.429
4 N 1.09183 0.55989 0.14441  -0.024
5 S -1.06545 -3.39458 -0.23582  0.011
6 H 2.56078 2.24669 1.23413  0.373
7 C -0.99068 -0.65485 -0.65363  0.229
8 N 0.53454 -0.35309 -0.51501  0.528
9 H 2.39748 -0.75651 -1.30955  0.408
10 C 1.40346 -1.19635 -1.30720  -0.973
11 H -1.38915 -3.94614 0.94022  0.224
12 H -1.63202 -1.57945 1.21797  0.369
13 H 1.15858 3.34134 1.14526  0.267
14 H -1.07784 -0.91516 -1.71185  0.369
15 H 1.40055 2.36075 2.59192  0.249
16 C -1.78506 0.60589 -0.35171  -1.623
17 N 0.67388 1.36000 0.96882  -0.369
18 C -1.31658 -1.77768 0.20573  -0.124
19 H -2.81954 0.45191 -0.64733  0.439
20 H 1.47100 -2.20460 -0.89294  0.296
21 H -1.39553 1.44494 -0.92190  0.387

Cartesian forces (eV/Å) of the 3 atoms listed first:
0.92 0.31 -0.07
-0.11 0.00 0.00
0.04 0.04 -0.04

Output
- Charge: +1
- Kohn-Sham gap (alpha / beta): 5.81 / 5.70 eV
- Maximum force: 4.758 eV/Å
- Spin multiplicity: 1
- Total energy: -759.7671 hartree
- LUMO (alpha / beta): -6.30 / -6.35 eV

***

9.
Formula: C5H12N4
Source: the OMol25 dataset
Level of theory: ωB97M-V/def2-TZVPD

Each line ends with the Mulliken charge.
Cartesian coordinates (Å):
1 H -2.38223 1.22403 -0.48274  0.404
2 H 1.81032 1.05703 2.22570  0.268
3 N -1.15699 -1.41777 -1.26959  -0.847
4 H -1.77955 -1.29338 1.06672  0.286
5 H 2.90075 -1.35570 -1.39386  0.270
6 N 0.93620 1.02137 1.72433  -0.392
7 C -0.28713 0.82583 -0.38126  -0.083
8 N -0.77091 -1.16862 1.04780  -0.605
9 C 1.82906 -1.48643 -1.23778  -0.443
10 H 1.28168 -2.16917 -1.89844  0.331
11 H -1.74052 1.33675 1.15872  0.328
12 H -1.43038 2.63914 0.00542  0.391
13 H 0.22713 0.38455 2.09794  0.291
14 H 1.83525 1.49728 -0.06725  0.432
15 H -0.99448 -1.01572 -2.19305  0.236
16 H -0.38285 -2.09522 1.19506  0.237
17 N 1.21538 -0.87329 -0.32546  -0.304
18 C -0.45857 -0.77892 -0.34927  0.235
19 H -0.09410 1.08129 -1.42424  0.431
20 C -1.53016 1.55686 0.11231  -1.541
21 C 0.97209 1.03009 0.38894  0.075

Cartesian forces (eV/Å) of the 3 atoms listed first:
0.05 0.00 0.01
-0.05 0.04 -0.06
0.13 -0.01 -0.04

Output
- Kohn-Sham gap (alpha / beta): 7.50 / 7.50 eV
- Maximum force: 0.470 eV/Å
- Spin multiplicity: 1
- Total energy: -416.6226 hartree
- LUMO (alpha / beta): 0.47 / 0.47 eV

***

10.
Formula: C5H12N4S
Source: the OMol25 dataset
Level of theory: ωB97M-V/def2-TZVPD

Each line ends with the Mulliken charge.
Cartesian coordinates (Å):
1 H -3.39309 -0.29008 -1.20901  0.275
2 H 3.77502 -0.48623 -0.05665  0.331
3 H -0.66966 -0.43862 -1.81250  0.339
4 H 0.61219 0.83123 -2.10642  0.376
5 N -2.49923 -1.57270 -0.11864  0.895
6 C -0.35934 0.89201 -0.15996  0.662
7 N -1.28412 1.58798 0.31735  -0.344
8 H -0.34407 1.84153 2.05259  0.312
9 C -0.40941 0.62838 -1.61085  -1.300
10 H -1.37451 3.32532 1.52941  0.222
11 H -1.16645 1.21845 -2.09149  0.326
12 C 3.23069 -1.25652 0.44047  -1.201
13 H -2.31312 1.85453 2.16593  0.208
14 S 1.00864 0.35829 0.84579  -0.310
15 N -2.91715 -1.14431 -1.14580  -0.723
16 C -1.32793 2.18647 1.63710  -0.668
17 C 1.72019 -1.08392 -0.03382  -0.308
18 H 1.27393 -2.06869 0.22903  0.305
19 H 3.31604 -1.22477 1.53786  0.342
20 H 1.68027 -0.82303 -1.06714  0.320
21 N -2.01852 -2.15486 0.71088  -0.441
22 H 3.45966 -2.18046 -0.05411  0.382

Cartesian forces (eV/Å) of the 3 atoms listed first:
-0.58 1.43 0.64
0.77 0.66 0.11
0.40 0.69 0.05

Output
- Kohn-Sham gap: 9.55 eV
- Maximum force: 2.978 eV/Å
- Spin multiplicity: 1
- Total energy: -814.8061 hartree
- LUMO: 0.89 eV